Run a
One molecule with the formula C6H8N2. Source: OMol25; level of theory: ωB97M-V/def2-TZVPD.

The geometry in XYZ format:
```
16
C6H8N2 | OMol25 | ωB97M-V/def2-TZVPD
C -1.71 1.12 -1.23
C -0.49 1.08 -0.71
C -0.17 0.69 0.62
C -1.14 1.21 1.60
N -1.80 1.94 2.30
C 0.95 -0.01 1.08
N 1.55 -0.93 0.38
C 0.89 -1.88 -0.48
H -2.03 1.73 -2.06
H -2.51 0.78 -0.49
H 0.30 1.56 -1.27
H 1.36 0.25 2.06
H 2.59 -1.03 0.51
H 0.29 -2.61 0.02
H 1.61 -2.53 -1.08
H 0.30 -1.36 -1.24
```

## Properties
HOMO level, eV: -8.051
LUMO level, eV: 0.36
Charge: 0
Structure (SMILES): C=C/C(C#N)=C\NC
Orbital gap, eV: 8.41

Results of the Mulliken charge analysis, in e, for atoms 1 through 8:
1. C -0.634
2. C -0.262
3. C 0.346
4. C -0.039
5. N -0.540
6. C -0.334
7. N -0.138
8. C -0.819



Run b
One molecule with the formula C6H8N2. Source: OMol25; level of theory: ωB97M-V/def2-TZVPD.

The geometry in XYZ format:
```
16
C6H8N2 | OMol25 | ωB97M-V/def2-TZVPD
C -3.53 -0.40 -0.48
C -2.47 -0.34 0.11
N -1.26 -0.02 0.58
C -0.66 1.18 0.02
C 0.82 0.98 0.07
C 0.97 -0.58 0.09
C 2.33 -1.33 -0.01
N -0.13 -1.18 0.33
H -4.55 -0.42 -0.57
H -0.75 2.06 0.65
H -1.02 1.47 -0.99
H 1.23 1.20 1.06
H 1.28 1.64 -0.57
H 2.08 -2.37 -0.08
H 2.90 -0.96 0.75
H 2.75 -0.93 -0.96
```

## Properties
HOMO level, eV: -8.569
LUMO level, eV: 0.82
Charge: 0
Structure (SMILES): C#CN1CCC(C)=N1
Orbital gap, eV: 9.39

Results of the Mulliken charge analysis, in e, for atoms 1 through 8:
1. C -0.431
2. C 0.083
3. N -0.100
4. C -0.504
5. C -0.747
6. C 0.592
7. C -1.033
8. N -0.540



Energies relative to the minimum, eV: run a 0.000; run b 1.584



Run a
One molecule with the formula C6H8N2. Source: OMol25; level of theory: ωB97M-V/def2-TZVPD.

The geometry in XYZ format:
```
16
C6H8N2 | OMol25 | ωB97M-V/def2-TZVPD
C -2.37 -0.41 -0.17
C -1.82 0.78 -0.01
C -0.39 0.58 0.47
C 0.88 0.95 -0.30
C 1.91 -0.19 -0.10
N 1.06 -1.24 0.24
C -0.29 -0.89 0.18
N -1.40 -1.52 -0.13
H -3.40 -0.63 -0.29
H -2.45 1.67 0.24
H -0.41 0.77 1.49
H 0.64 0.95 -1.40
H 1.36 1.84 0.04
H 2.54 -0.46 -0.93
H 2.73 -0.06 0.72
H 1.40 -2.13 -0.06
```

## Properties
HOMO level, eV: -8.190
LUMO level, eV: 0.93
Charge: 0
Structure (SMILES): C1=C[C@@H]2CCNC2=N1
Orbital gap, eV: 9.12

Results of the Mulliken charge analysis, in e, for atoms 1 through 8:
1. C -0.239
2. C -0.827
3. C 0.266
4. C -0.596
5. C -0.580
6. N -0.151
7. C 0.204
8. N -0.747



Run b
A 2-piece molecular cluster, C6H8N2 overall. Source: OMol25; level of theory: ωB97M-V/def2-TZVPD.

The geometry in XYZ format:
```
16
C6H8N2 | OMol25 | ωB97M-V/def2-TZVPD
C 2.13 -0.92 -0.06
C 0.92 0.04 0.03
C -0.39 1.96 -0.07
C -1.10 0.82 0.17
C -1.49 -1.24 0.10
C -0.31 -0.37 0.20
H 2.61 -0.77 -1.07
H 3.04 -1.00 0.70
H 1.68 -2.00 -0.39
H 1.61 2.12 0.00
H -0.40 3.09 0.04
H -3.57 0.22 -0.17
H -1.63 -2.09 -0.48
H -1.80 -1.33 1.25
N 0.91 1.47 0.05
N -2.21 0.00 -0.30
```

## Properties
HOMO level, eV: -7.220
LUMO level, eV: 1.01
Charge: 0
Orbital gap, eV: 8.23

Results of the Mulliken charge analysis, in e, for atoms 1 through 8:
1. C -1.011
2. C -0.211
3. C -0.822
4. C 0.218
5. C -0.280
6. C 0.553
7. H 0.298
8. H 0.270



Run c
One molecule with the formula C6H8N2. Source: OMol25; level of theory: ωB97M-V/def2-TZVPD.

The geometry in XYZ format:
```
16
C6H8N2 | OMol25 | ωB97M-V/def2-TZVPD
C 1.06 -0.49 1.89
C 0.33 0.72 1.62
C -0.08 0.68 0.25
C 0.43 -0.50 -0.24
N 1.07 -1.26 0.72
C -0.19 -0.80 -1.68
C -1.27 0.30 -1.51
N -0.98 1.58 -0.62
H 1.32 -0.71 2.98
H 0.22 1.42 2.30
H 2.03 -1.73 0.26
H -0.65 -1.88 -1.71
H 0.45 -0.71 -2.70
H -2.05 -0.33 -1.24
H -1.74 0.68 -2.52
H -2.00 1.56 -0.01
```

## Properties
HOMO level, eV: -7.926
LUMO level, eV: 0.93
Charge: 0
Structure (SMILES): c1cc2c([nH]1)CCN2
Orbital gap, eV: 8.85

Results of the Mulliken charge analysis, in e, for atoms 1 through 8:
1. C -0.440
2. C -0.868
3. C 0.659
4. C -0.261
5. N -0.274
6. C -0.414
7. C -0.534
8. N -0.527



Run d
C6H8N2 as an isolated structure. Source: OMol25; level of theory: ωB97M-V/def2-TZVPD.

The geometry in XYZ format:
```
16
C6H8N2 | OMol25 | ωB97M-V/def2-TZVPD
C -1.66 -0.73 1.31
C 0.24 -1.18 -0.17
C 1.16 0.06 -0.30
C 0.13 0.69 0.64
C 1.35 0.65 -1.61
C 1.60 1.11 -2.70
H -1.98 1.05 1.95
H -2.03 -1.75 1.10
H 0.81 -2.12 -0.10
H -0.50 -1.21 -0.97
H 2.08 -0.13 0.26
H 0.55 1.39 1.41
H -0.69 1.16 0.06
H 1.66 1.46 -3.75
N -2.45 0.16 1.79
N -0.27 -0.61 1.08
```

## Properties
HOMO level, eV: -9.583
LUMO level, eV: 0.89
Charge: 0
Orbital gap, eV: 10.47

Results of the Mulliken charge analysis, in e, for atoms 1 through 8:
1. C 0.156
2. C -0.621
3. C 0.178
4. C -0.841
5. C -0.930
6. C 0.132
7. H 0.261
8. H 0.345



Energies relative to the minimum, eV: run a 0.000; run b 4.304; run c 2.464; run d 1.612



Run a
One molecule with the formula C6H8N2. Source: OMol25; level of theory: ωB97M-V/def2-TZVPD.

The geometry in XYZ format:
```
16
C6H8N2 | OMol25 | ωB97M-V/def2-TZVPD
C -1.63 -0.40 0.73
C 1.50 -0.79 -0.68
C 0.42 0.21 -0.97
C -0.42 0.54 0.48
C 0.44 -1.52 0.15
C -0.38 1.77 1.17
N -0.26 -0.75 1.06
N 0.23 0.96 -1.97
H 1.01 0.91 -2.63
H -2.08 -0.88 -0.14
H -2.27 -0.20 1.58
H 2.40 -0.41 -0.19
H 1.77 -1.36 -1.57
H 0.21 -2.57 0.06
H -0.36 1.79 2.25
H -0.59 2.70 0.67
```

## Properties
HOMO level (spin up / spin down), eV: -7.110 / -7.933
LUMO level (spin up / spin down), eV: 0.09 / 0.15
Charge: 0
Orbital gap (spin up / spin down), eV: 7.20 / 8.08

Results of the Mulliken charge analysis, in e, for atoms 1 through 8:
1. C -0.583
2. C -0.305
3. C 0.302
4. C 0.834
5. C -0.454
6. C -1.282
7. N -0.385
8. N -0.682



Run b
One molecule with the formula C6H8N2. Source: OMol25; level of theory: ωB97M-V/def2-TZVPD.

The geometry in XYZ format:
```
16
C6H8N2 | OMol25 | ωB97M-V/def2-TZVPD
C -1.80 -0.29 0.19
C -0.19 1.59 -0.46
C 0.59 -0.92 -0.34
C -0.36 0.19 0.07
C 0.58 -0.39 1.06
N 0.64 -1.78 -1.27
C 2.11 -0.16 0.49
N 3.20 0.20 0.54
H 1.45 -2.40 -1.22
H 0.72 -0.71 2.08
H -2.28 -0.26 -0.78
H -2.34 0.37 0.87
H -1.85 -1.31 0.58
H -0.60 2.32 0.25
H -0.72 1.71 -1.41
H 0.86 1.83 -0.64
```

## Properties
HOMO level, eV: -8.954
LUMO level, eV: 0.02
Charge: 0
Orbital gap, eV: 8.97

Results of the Mulliken charge analysis, in e, for atoms 1 through 8:
1. C -1.521
2. C -1.402
3. C 0.243
4. C 1.474
5. C -0.551
6. N -0.692
7. C 0.111
8. N -0.492



Energies relative to the minimum, eV: run a 1.458; run b 0.000



Run a
C5H9NS2 as an isolated structure. Source: OMol25; level of theory: ωB97M-V/def2-TZVPD.

The geometry in XYZ format:
```
17
C5H9NS2 | OMol25 | ωB97M-V/def2-TZVPD
C 1.57 0.92 1.02
C 1.09 -0.44 0.34
C -0.19 -0.39 -0.52
C -0.51 0.83 -1.26
C -2.53 0.07 -0.02
H 1.72 0.28 2.24
H 2.63 1.24 0.32
H 0.52 1.66 0.96
H 0.65 -1.12 1.22
H 2.26 -2.73 -0.15
H -0.76 -1.41 -0.64
H -1.21 0.79 -2.22
H -0.01 1.71 -1.06
H -3.22 0.97 -0.01
N -1.28 0.40 -0.05
S 2.63 -1.40 -0.35
S -3.37 -1.39 0.18
```

## Properties
HOMO level, eV: -8.614
LUMO level, eV: 0.04
Charge: 0
Orbital gap, eV: 8.66

Results of the Mulliken charge analysis, in e, for atoms 1 through 8:
1. C -0.747
2. C -0.411
3. C 0.118
4. C -0.562
5. C -0.146
6. H 0.264
7. H 0.251
8. H 0.231



Run b
One molecule with the formula C5H9NS2. Source: OMol25; level of theory: ωB97M-V/def2-TZVPD.

The geometry in XYZ format:
```
17
C5H9NS2 | OMol25 | ωB97M-V/def2-TZVPD
N 2.50 -0.70 -0.17
C 1.13 -0.56 0.43
C -0.08 -0.94 -0.41
C -1.18 -0.46 -1.27
S -2.45 0.23 -0.04
C -1.11 0.31 1.28
C 0.10 0.35 0.55
S 0.67 1.84 -0.28
H 2.96 0.28 0.35
H 2.50 -0.30 -1.28
H 1.30 -1.17 1.36
H -0.56 -1.51 0.35
H -1.05 0.40 -1.90
H -1.93 -1.03 -1.97
H -1.20 1.16 1.94
H -1.12 -0.49 1.88
H -0.50 2.58 -0.84
```

## Properties
HOMO level, eV: -8.543
LUMO level, eV: 0.36
Charge: 0
Structure (SMILES): N[C@@H]1[C@@H]2CSC[C@@]12S
Orbital gap, eV: 8.91

Results of the Mulliken charge analysis, in e, for atoms 1 through 8:
1. N -0.636
2. C -0.239
3. C -0.445
4. C -0.620
5. S -0.112
6. C -0.888
7. C 0.419
8. S -0.289



Energies relative to the minimum, eV: run a 0.000; run b 0.191



Run a
One molecule with the formula C2H4N4O. Source: OMol25; level of theory: ωB97M-V/def2-TZVPD.

The geometry in XYZ format:
```
11
C2H4N4O | OMol25 | ωB97M-V/def2-TZVPD
C 2.04 -0.40 -0.03
N 0.60 -0.30 -0.01
N -0.19 -1.42 0.03
N -1.38 -1.08 0.04
N -1.46 0.25 -0.04
C -0.19 0.81 0.00
O 0.13 1.99 0.04
H 2.44 0.62 -0.15
H 2.39 -0.80 0.91
H 2.41 -1.04 -0.84
H -2.38 0.71 -0.24
```

## Properties
HOMO level, eV: -9.637
LUMO level, eV: 0.88
Charge: 0
Structure (SMILES): Cn1nn[nH]c1=O
Orbital gap, eV: 10.52

Results of the Mulliken charge analysis, in e, for atoms 1 through 8:
1. C -0.761
2. N 0.458
3. N -0.319
4. N -0.366
5. N 0.098
6. C 0.367
7. O -0.627
8. H 0.343



Run b
One molecule with the formula C2H4N4O. Source: OMol25; level of theory: ωB97M-V/def2-TZVPD.

The geometry in XYZ format:
```
11
C2H4N4O | OMol25 | ωB97M-V/def2-TZVPD
N -1.05 1.64 0.11
C -0.33 0.54 0.21
N 0.96 0.59 0.60
C 1.52 -0.54 0.01
O 2.70 -0.88 0.38
N 0.55 -1.30 -0.74
N -0.69 -0.77 -0.12
H -2.26 1.43 -0.04
H -0.70 2.22 0.74
H 0.71 -2.24 -0.20
H -1.41 -0.69 -0.95
```

## Properties
HOMO level, eV: -9.409
LUMO level, eV: -0.04
Charge: 0
Structure (SMILES): Nc1nc(=O)[nH][nH]1
Orbital gap, eV: 9.37

Results of the Mulliken charge analysis, in e, for atoms 1 through 8:
1. N -0.454
2. C 0.533
3. N -0.547
4. C 0.408
5. O -0.604
6. N -0.336
7. N -0.280
8. H 0.329



Energies relative to the minimum, eV: run a 0.000; run b 1.436



Run a
C2H4N4O as an isolated structure. Source: OMol25; level of theory: ωB97M-V/def2-TZVPD.

The geometry in XYZ format:
```
11
C2H4N4O | OMol25 | ωB97M-V/def2-TZVPD
N -0.16 -1.80 -1.61
C 0.17 -0.58 -1.16
N -1.13 -0.71 0.82
N -0.63 0.32 1.20
C 0.71 0.91 0.84
O 0.54 2.24 0.94
N 0.58 0.51 -1.02
H -0.80 -2.29 -1.00
H 0.61 -2.34 -2.00
H -1.02 0.83 2.03
H 1.42 2.61 0.84
```

## Properties
HOMO level, eV: -7.815
LUMO level, eV: 0.44
Charge: 0
Orbital gap, eV: 8.25

Results of the Mulliken charge analysis, in e, for atoms 1 through 8:
1. N -0.466
2. C 0.468
3. N -0.818
4. N 0.490
5. C -0.220
6. O -0.386
7. N -0.269
8. H 0.307



Run b
One molecule with the formula C2H4N4O. Source: OMol25; level of theory: ωB97M-V/def2-TZVPD.

The geometry in XYZ format:
```
11
C2H4N4O | OMol25 | ωB97M-V/def2-TZVPD
N 2.43 0.02 0.47
C 1.27 0.31 -0.16
N 0.26 -0.36 -0.85
N -0.94 -0.58 -0.10
C -1.79 0.44 -0.02
O -2.96 -0.03 0.46
N 0.60 1.20 -0.71
H 2.76 -0.91 0.24
H 3.14 0.73 0.32
H -1.24 -1.55 -0.10
H -3.53 0.75 0.46
```

## Properties
HOMO level, eV: -8.483
LUMO level, eV: 0.70
Charge: 0
Orbital gap, eV: 9.18

Results of the Mulliken charge analysis, in e, for atoms 1 through 8:
1. N -0.447
2. C 0.568
3. N -0.356
4. N 0.151
5. C -0.474
6. O -0.380
7. N -0.355
8. H 0.281



Energies relative to the minimum, eV: run a 0.566; run b 0.000